# 1
Computed, not measured: a cluster of 3 separate species, C4H14O2S2 in total in a non-equilibrium geometry, with ωB97M-V with the def2-TZVPD basis set.

gap between HOMO and LUMO (spin up / spin down) = 10.252 / 6.848 eV
LUMO level (spin up / spin down) = -4.07 / -7.65 eV
total charge = +1
2S+1 = 2
HOMO (spin up / spin down) = -14.323 / -14.496 eV

Last columns: bonded neighbours and bond lengths (Å).
Element x y z (Å)
1 C 1.412 -0.889 -1.518  C2 1.453, H7 1.138, H8 1.101, H9 1.116
2 C 0.647 -0.505 -2.692  C1 1.453, S3 1.823, H10 1.118, H11 1.064
3 S -0.530 0.880 -2.556  C2 1.823, S4 2.054
4 S -0.034 2.218 -1.079  S3 2.054, C5 1.853
5 C -0.073 1.411 0.589  S4 1.853, C6 1.564, H12 1.084, H13 1.156
6 C -1.373 1.902 1.307  C5 1.564, H14 1.053, H15 1.079, H16 1.069
7 H 1.758 -1.972 -1.501  C1 1.138
8 H 0.901 -0.917 -0.542  C1 1.101
9 H 2.276 -0.248 -1.222  C1 1.116
10 H -0.022 -1.350 -2.990  C2 1.118
11 H 1.346 -0.225 -3.443  C2 1.064
12 H -0.025 0.329 0.557  C5 1.084
13 H 0.891 1.747 1.131  C5 1.156
14 H -1.572 2.924 1.155  C6 1.053
15 H -1.119 1.827 2.354  C6 1.079
16 H -2.232 1.421 0.891  C6 1.069
17 H -2.236 -1.403 0.442  O19 0.973
18 H -2.474 -1.099 1.916  O19 0.955
19 O -1.777 -1.178 1.269  H17 0.973, H18 0.955
20 H 0.799 -1.508 2.477  O22 0.962
21 H 1.801 -2.068 1.405  O22 1.020
22 O 1.635 -1.295 2.050  H20 0.962, H21 1.020



# 2
Computed, not measured: a cluster of 4 separate species, C4H14O3 in total in a non-equilibrium geometry, with ωB97M-V with the def2-TZVPD basis set.

gap between HOMO and LUMO = 9.857 eV
LUMO level = 0.60 eV
HOMO = -9.258 eV
SMILES string = C/C=C/C.O.O.O

Last columns: bonded neighbours and bond lengths (Å).
Element x y z (Å)
1 C -0.125 0.455 2.123  C2 1.333, C4 1.501, H5 1.086
2 C 0.554 1.413 1.490  C1 1.333, C3 1.526, H6 1.082
3 C -0.188 2.648 0.991  C2 1.526, H7 1.092, H8 1.090, H9 1.082
4 C 0.514 -0.643 2.923  C1 1.501, H10 1.088, H11 1.089, H12 1.092
5 H -1.209 0.516 2.143  C1 1.086
6 H 1.628 1.305 1.412  C2 1.082
7 H -0.950 2.319 0.281  C3 1.092
8 H 0.476 3.260 0.380  C3 1.090
9 H -0.620 3.193 1.820  C3 1.082
10 H 1.527 -0.879 2.604  C4 1.088
11 H 0.500 -0.434 3.991  C4 1.089
12 H -0.064 -1.562 2.794  C4 1.092
13 H 0.103 0.809 -1.697  O15 0.979
14 H -1.228 1.605 -1.646  O15 0.966
15 O -0.625 1.155 -2.253  H13 0.979, H14 0.966
16 H 0.772 -2.318 -2.234  O18 0.968
17 H 1.682 -2.543 -3.389  O18 0.966
18 O 0.963 -2.979 -2.914  H16 0.968, H17 0.966
19 H -1.323 -1.090 -1.799  O21 0.969
20 H -1.517 -1.961 -0.528  O21 0.972
21 O -0.881 -1.389 -0.990  H19 0.969, H20 0.972



ΔE to the lowest compared entry with this formula, charge and spin: 0.5915; 1.1186 (eV)